Computed, not measured: 11 unconnected molecules or ions with the total composition C42H74Cl2O20S5, with wB97M-V/def2-TZVPD.

Geometry as XYZ:
```
143
Properties=species:S:1:pos:R:3:forces:R:3:mulliken_charge:R:1
O -3.864 -2.836 4.858 -1.74 -0.33 -0.39 -0.611
S -5.207 -2.274 4.963 1.16 2.12 1.58 1.028
O -6.091 -1.989 3.864 -0.03 -1.00 -0.74 -0.622
C -6.238 -2.959 6.323 0.61 0.66 0.87 -0.696
C -6.976 -1.686 6.831 0.01 -1.07 -1.61 -0.674
C -5.871 -0.624 6.998 -1.47 0.81 0.10 -0.615
C -4.970 -0.638 5.778 0.57 -0.71 0.74 -0.502
H -5.624 -3.154 7.202 0.68 -0.67 -0.43 0.304
H -6.738 -3.879 6.020 -0.30 0.41 -0.16 0.447
H -7.592 -1.346 5.999 -0.15 0.22 -0.08 0.309
H -7.704 -1.880 7.618 0.60 0.03 0.44 0.402
H -5.237 -0.599 7.884 -0.55 -0.50 0.29 0.316
H -6.478 0.280 6.961 0.48 0.45 0.43 0.289
H -3.945 -0.675 6.148 0.09 0.17 -0.44 0.317
H -5.134 0.265 5.190 0.06 -0.63 -0.62 0.309
O 7.851 -5.615 -2.195 -0.61 0.14 0.24 -0.650
S 6.560 -5.516 -2.841 0.07 -0.95 -0.39 1.060
O 5.700 -6.711 -2.903 0.78 1.74 0.15 -0.632
C 5.561 -4.008 -2.305 2.54 -0.81 -0.08 -0.762
C 4.837 -3.790 -3.590 -1.76 -0.20 0.86 -0.659
C 5.721 -3.928 -4.808 -0.27 0.40 -0.61 -0.569
C 6.855 -4.939 -4.556 -0.98 0.46 0.20 -0.523
H 6.367 -3.301 -2.109 -0.05 0.24 0.13 0.318
H 5.059 -4.247 -1.367 -0.33 -0.02 -0.40 0.439
H 4.135 -4.620 -3.516 -0.38 -0.14 -0.82 0.310
H 4.201 -2.906 -3.646 0.28 0.22 0.18 0.430
H 6.180 -2.982 -5.094 -0.02 0.18 0.35 0.297
H 5.010 -4.097 -5.617 0.42 -0.66 -0.30 0.267
H 7.771 -4.352 -4.629 0.25 -0.67 0.35 0.321
H 6.862 -5.816 -5.202 0.03 0.09 0.14 0.355
O 8.429 0.255 1.739 -0.02 0.19 0.12 -0.652
S 7.665 1.480 1.688 -1.19 -1.08 0.99 1.049
O 6.222 1.436 1.827 0.60 -0.06 -0.08 -0.647
C 8.346 2.658 2.878 -0.26 0.65 0.18 -0.589
C 9.413 3.397 2.102 0.91 0.27 0.51 -0.414
C 9.469 2.923 0.705 0.63 -0.72 -2.91 -0.728
C 8.138 2.343 0.239 0.22 0.86 0.87 -0.650
H 8.711 2.195 3.796 -0.08 -0.42 -0.33 0.387
H 7.566 3.358 3.176 -0.27 -0.28 -0.13 0.283
H 9.274 4.474 2.018 0.02 -0.02 0.93 0.337
H 10.418 3.100 2.403 -0.11 0.86 1.00 0.180
H 10.271 2.189 0.636 -0.23 -0.24 -0.40 0.325
H 9.750 3.754 0.059 0.09 -0.13 -0.17 0.382
H 8.125 1.677 -0.623 -0.04 0.25 0.12 0.423
H 7.431 3.173 0.230 -0.28 -0.11 -0.69 0.312
O 1.870 8.953 3.374 2.46 -0.34 1.65 -0.659
S 3.015 8.540 4.243 -2.09 -0.58 -1.88 1.112
O 4.278 9.237 4.317 -0.21 0.28 -0.32 -0.639
C 2.433 8.379 5.958 0.64 -1.52 -1.26 -0.694
C 3.047 6.993 6.393 0.85 0.52 -1.32 -0.637
C 3.032 6.042 5.124 -1.39 0.26 1.03 -0.706
C 3.403 6.751 3.850 -0.72 1.30 0.09 -0.535
H 1.349 8.285 5.896 0.05 0.28 0.16 0.321
H 2.785 9.315 6.394 -0.09 -0.38 0.45 0.403
H 4.120 7.057 6.570 -0.16 0.52 1.00 0.317
H 2.437 6.624 7.218 0.54 -0.32 0.00 0.366
H 1.965 5.831 5.060 -0.01 -0.64 -0.41 0.300
H 3.589 5.106 5.170 -0.08 0.08 0.69 0.382
H 2.718 6.382 3.086 0.21 0.50 -0.27 0.312
H 4.430 6.710 3.488 0.00 0.02 0.38 0.358
O -4.887 -0.717 -4.554 -2.06 0.87 0.84 -0.608
S -6.195 -0.102 -4.244 -0.88 -0.41 -1.51 1.000
O -6.523 1.216 -4.761 0.81 -0.06 0.67 -0.632
C -7.698 -1.116 -4.928 0.25 0.73 1.55 -0.697
C -8.347 -1.696 -3.623 0.37 0.58 -1.34 -0.716
C -8.098 -0.717 -2.447 -0.19 -0.33 -0.27 -0.445
C -6.658 -0.288 -2.440 0.59 -1.66 -1.22 -0.738
H -7.364 -1.700 -5.785 0.14 -0.63 0.63 0.432
H -8.389 -0.386 -5.350 0.38 0.42 0.18 0.301
H -9.431 -1.795 -3.669 0.06 -0.21 -0.52 0.343
H -7.920 -2.680 -3.433 0.02 0.06 0.35 0.332
H -8.318 -1.395 -1.622 0.02 0.76 0.66 0.294
H -8.712 0.183 -2.432 -0.53 -0.38 -0.19 0.347
H -6.164 -1.248 -2.295 0.85 0.31 0.66 0.345
H -6.375 0.501 -1.744 0.20 -0.03 -0.49 0.440
O -0.341 -3.297 8.585 -2.30 -2.91 1.77 -0.561
C 0.431 -2.555 8.136 0.78 -0.73 -2.15 0.461
C 1.664 -2.865 7.332 0.83 2.35 0.88 -0.370
C 1.828 -1.388 6.773 2.00 -1.49 -2.38 -0.556
C 1.172 -0.457 7.715 1.69 0.81 0.19 -0.300
O 0.222 -1.271 8.254 -2.83 1.59 1.49 -0.350
H 2.338 -3.142 8.143 0.75 0.41 0.02 0.210
H 1.756 -3.725 6.668 -0.92 0.43 -0.24 0.342
H 2.804 -1.074 6.403 0.35 -0.18 0.55 0.379
H 1.273 -1.370 5.835 -0.42 -0.07 0.00 0.225
H 1.753 -0.096 8.563 0.67 0.03 -0.14 0.243
H 0.812 0.442 7.213 -0.62 -0.24 -0.01 0.276
O 2.813 1.609 -6.150 -0.52 -0.53 -1.06 -0.617
C 1.839 2.017 -6.741 1.74 0.93 0.78 0.540
C 1.434 1.940 -8.208 0.29 -0.31 1.69 -0.347
C -0.053 2.371 -8.107 0.09 0.13 -0.48 -0.457
C -0.252 3.067 -6.716 1.23 -2.06 -0.45 -0.321
O 1.054 2.871 -6.081 -1.49 1.29 0.26 -0.356
H 2.153 2.587 -8.710 -0.43 0.45 -0.14 0.231
H 1.748 0.943 -8.516 -0.86 -0.14 -0.36 0.279
H -0.313 3.122 -8.853 -0.07 -0.45 -0.30 0.287
H -0.679 1.483 -8.200 -0.15 0.23 -0.12 0.255
H -0.613 4.084 -6.867 0.70 0.13 0.58 0.282
H -0.891 2.503 -6.038 -0.53 0.28 -0.38 0.223
O -4.441 5.348 0.473 -2.69 0.99 -0.10 -0.635
C -5.635 5.558 0.690 2.76 0.83 -0.56 0.571
C -6.583 6.727 0.479 1.04 0.85 -2.83 -0.438
C -7.994 6.159 0.596 -0.40 -0.17 0.56 -0.458
C -7.679 4.880 1.420 -2.21 0.85 0.66 -0.366
O -6.301 4.800 1.501 0.24 -3.31 1.49 -0.320
H -6.099 7.462 1.121 -1.03 0.23 0.72 0.258
H -6.439 7.179 -0.502 0.12 -0.09 -0.14 0.288
H -8.796 6.801 0.962 0.58 0.25 1.27 0.307
H -8.550 5.955 -0.319 1.18 -0.50 -0.80 0.283
H -8.070 4.978 2.433 0.12 0.07 0.15 0.241
H -8.127 3.959 1.048 0.29 0.00 -0.42 0.268
O 0.375 1.189 1.845 0.31 -2.47 -2.98 -0.609
C 0.325 0.434 0.861 -1.26 1.75 2.63 0.495
C 0.371 0.792 -0.625 -0.32 -1.67 0.35 -0.329
C -0.355 -0.405 -1.241 -0.69 -1.02 1.04 -0.565
C -0.227 -1.562 -0.169 0.82 0.19 -3.10 -0.387
O -0.033 -0.903 1.009 0.81 1.71 2.16 -0.299
H -0.192 1.692 -0.870 0.79 0.25 0.31 0.279
H 1.402 0.707 -0.968 0.08 0.84 0.06 0.270
H -1.430 -0.227 -1.204 0.00 0.34 -1.01 0.249
H 0.093 -0.671 -2.199 -0.69 -0.07 -0.07 0.355
H -1.065 -2.257 -0.121 -0.23 0.40 0.12 0.316
H 0.628 -2.158 -0.486 0.40 -0.24 0.52 0.226
O 0.652 -4.385 -11.206 -2.23 -0.62 2.42 -0.603
C -0.083 -4.557 -10.224 2.58 1.70 -2.63 0.482
C -0.991 -5.725 -9.912 0.85 -0.12 0.15 -0.325
C -1.253 -5.510 -8.441 -0.31 -2.17 0.02 -0.445
C -0.920 -4.123 -8.147 -0.56 2.71 0.27 -0.388
O -0.008 -3.654 -9.173 -0.65 -1.62 -0.29 -0.317
H -1.909 -5.899 -10.473 0.29 0.67 -0.40 0.309
H -0.362 -6.603 -10.061 -0.12 -0.07 -0.19 0.201
H -2.308 -5.746 -8.295 0.26 -0.11 0.85 0.268
H -0.552 -6.138 -7.891 -0.53 -0.38 0.27 0.264
H -1.813 -3.500 -8.191 -0.11 0.23 -0.25 0.233
H -0.538 -3.926 -7.146 0.55 -0.22 -0.22 0.322
Cl 0.366 -7.273 0.352 -0.49 -0.23 0.38 -0.222
C 0.139 -7.449 2.162 1.85 -0.05 -0.81 -0.356
C 1.621 -7.600 2.663 -0.71 0.39 -0.02 -0.470
Cl 1.601 -8.200 4.344 0.10 0.18 0.08 -0.212
H -0.452 -8.328 2.418 0.09 0.09 -0.34 0.326
H -0.381 -6.531 2.435 0.36 -0.20 0.43 0.268
H 2.185 -6.671 2.588 -0.43 0.26 0.41 0.328
H 2.259 -8.272 2.088 -0.76 -0.42 -0.13 0.338
```
Forces are in eV/Å.

Output
- structure (SMILES) = O=S1(=O)CCCC1.O=S1(=O)CCCC1.O=S1(=O)CCCC1.O=S1(=O)CCCC1.O=S1(=O)CCCC1.O=C1CCCO1.O=C1CCCO1.O=C1CCCO1.O=C1CCCO1.O=C1CCCO1.ClCCCl
- E (eV) = -164917.091
- E_LUMO (Eh) = 0.0025
- frontier orbital gap (eV) = 9.9
- energy relative to the best compared isomer or geometry (same formula, charge and spin) (kJ/mol) = 419.57
- charge = 0
- maximum force (eV Å⁻¹) = 4.1
- spin multiplicity = 1